115
Properties=species:S:1:pos:R:3 method="wB97M-V/def2-TZVPD" homo_lumo_gap_ev=9.86 de_lowest_ev=0.000 homo_energy_ev=-9.487 smiles=c1ccncc1.c1ccncc1.c1ccncc1.c1ccncc1.c1ccncc1.C1CCOC1.C1CCOC1.C1CCOC1.C1CCOC1.BrCCBr fmax_ev_per_a=2.87 total_charge=0 multiplicity=1
C -2.92465 -4.70127 -1.43182
C -4.02204 -5.17303 -2.12201
C -4.65231 -6.34873 -1.64584
N -4.21967 -7.06497 -0.61421
C -3.07149 -6.56537 -0.04979
C -2.42097 -5.39327 -0.38225
H -2.51202 -3.76435 -1.77580
H -4.38433 -4.53231 -2.91235
H -5.50526 -6.83707 -2.09348
H -2.57090 -7.03047 0.78657
H -1.64514 -4.87754 0.16411
C -3.84083 3.76031 -2.82191
C -2.74576 4.37585 -3.46646
C -1.92580 3.54093 -4.16578
N -2.03910 2.17170 -4.17461
C -3.01575 1.59649 -3.44823
C -3.89658 2.36528 -2.67416
H -4.60602 4.43401 -2.46552
H -2.77418 5.45310 -3.53808
H -1.25962 4.01723 -4.86987
H -2.98161 0.52506 -3.31680
H -4.73593 1.90026 -2.17853
C 3.36157 -1.11874 -3.61279
C 3.99690 -0.95976 -4.85871
C 3.40201 -1.62341 -5.94826
N 2.21565 -2.30251 -5.93808
C 1.74039 -2.54212 -4.71050
C 2.26538 -1.97641 -3.51141
H 3.74998 -0.63575 -2.72833
H 4.82609 -0.28440 -5.00949
H 3.84363 -1.55821 -6.93169
H 0.80011 -3.07319 -4.72539
H 1.88547 -2.20137 -2.52578
C 3.50031 -0.19932 0.44809
C 4.77701 0.35915 0.59774
C 5.15339 0.90906 1.83150
N 4.28887 1.00777 2.84112
C 3.01743 0.50707 2.67368
C 2.60741 -0.02105 1.48315
H 3.17202 -0.61549 -0.49288
H 5.56751 0.22615 -0.12601
H 6.11344 1.38261 1.97449
H 2.36397 0.59276 3.52927
H 1.62439 -0.41701 1.27504
C -5.60314 3.20374 1.48497
C -4.36535 2.75483 1.14956
C -3.40066 3.68720 0.70915
N -3.62745 5.00852 0.64373
C -4.91423 5.43313 0.86189
C -5.92658 4.57329 1.23011
H -6.33826 2.51270 1.87029
H -4.16479 1.71148 1.34347
H -2.38879 3.31294 0.65962
H -4.96424 6.51108 0.90594
H -6.90629 4.97495 1.44280
C 3.62521 -4.90085 0.67967
C 2.41903 -5.71279 0.46129
C 1.34729 -4.79035 -0.06640
O 2.00481 -3.54474 -0.23823
C 3.42335 -3.82460 -0.41150
H 4.53188 -5.46775 0.46833
H 3.67080 -4.43981 1.66632
H 2.12920 -6.25238 1.36292
H 2.63596 -6.45578 -0.30618
H 0.63320 -4.69574 0.75165
H 0.77660 -5.14783 -0.92350
H 4.08921 -2.96174 -0.39763
H 3.66335 -4.19367 -1.40864
C 2.58668 3.33286 -3.07888
C 1.52971 4.18951 -2.38580
C 1.21293 3.59016 -1.01026
O 1.80231 2.34266 -1.09865
C 2.94419 2.41833 -1.93691
H 3.47737 3.88916 -3.37097
H 2.12809 2.86222 -3.94853
H 0.61224 4.19185 -2.97431
H 1.85960 5.22776 -2.34957
H 0.17503 3.51403 -0.68611
H 1.71343 4.11466 -0.19633
H 3.21462 1.41773 -2.27419
H 3.88495 2.72518 -1.47983
C 0.54598 -2.12377 4.79249
C -0.84431 -1.64116 4.37648
C -1.39968 -2.91909 3.71369
O -0.22360 -3.65074 3.27576
C 1.00199 -3.01009 3.66959
H 0.40114 -2.68832 5.71357
H 1.17398 -1.29698 5.12433
H -0.79272 -0.78397 3.70516
H -1.38285 -1.32780 5.27084
H -1.97587 -2.77928 2.79905
H -1.95840 -3.55605 4.39941
H 1.38113 -2.36451 2.87739
H 1.75353 -3.75723 3.92468
C -0.13365 3.56832 2.73214
C -1.24602 3.04209 3.54606
C -0.81733 3.53339 4.94793
O -0.40125 4.87882 4.65473
C 0.17287 4.93406 3.40159
H -0.41719 3.65582 1.68331
H 0.83059 3.06322 2.78883
H -1.25639 1.97476 3.32516
H -2.22471 3.45491 3.30145
H -0.02443 2.92565 5.38389
H -1.67918 3.44746 5.60969
H 1.22386 5.22265 3.38664
H -0.43851 5.68440 2.90027
Br -1.33969 -1.33644 -2.11845
C -0.01331 -0.54998 -0.93197
C -0.45432 0.71600 -0.22094
Br -1.91311 0.14058 1.08138
H 0.73146 -0.18185 -1.63759
H 0.25207 -1.40572 -0.31117
H -0.83782 1.40963 -0.96921
H 0.29118 1.30170 0.31690